w | An isolated molecule of C4H9N. Source: OMol25; level of theory: wB97M-V/def2-TZVPD.

Calculated values
HOMO = -9.20 eV
SMILES = CCN1CC1
frontier orbital gap = 10.49 eV

ORCA input file:
```
! RIJCOSX wB97M-V def2-TZVPD def2/J DEFGRID3
* xyz 0 1
C -1.88783 0.16799 -0.16000
C -0.59400 -0.61682 0.06624
N 0.53164 -0.21443 -0.63210
C 1.21099 0.90048 0.03578
C 1.83897 -0.47748 -0.05754
H -2.89468 -0.33869 0.03151
H -1.78621 1.08261 0.42664
H -1.91891 0.52852 -1.18500
H -0.49055 -0.56917 1.13148
H -0.67116 -1.75568 -0.09978
H 1.39628 1.75084 -0.59561
H 0.75679 1.31591 0.94177
H 1.92904 -1.01534 0.87720
H 2.57964 -0.75874 -0.78059
*
```

Partial charges, Mulliken, in e: number 1, C, carries -1.16; number 2, C, carries -0.31; number 3, N, carries -0.31; number 4, C, carries -0.47; number 5, C, carries -0.26; number 6, H, carries 0.31; number 7, H, carries 0.27; number 8, H, carries 0.33; number 9, H, carries 0.33; number 10, H, carries 0.36; number 11, H, carries 0.22; number 12, H, carries 0.21; number 13, H, carries 0.22; number 14, H, carries 0.24

x | An isolated molecule of C4H9N. Source: OMol25; level of theory: wB97M-V/def2-TZVPD.

Calculated values
HOMO = -8.03 eV
SMILES = C=C(N)CC
frontier orbital gap = 9.16 eV

ORCA input file:
```
! RIJCOSX wB97M-V def2-TZVPD def2/J DEFGRID3
* xyz 0 1
C 0.42095 1.23306 0.88687
C 0.64461 0.04427 0.30113
N 1.91118 -0.52023 0.52872
C -0.41897 -0.77924 -0.42030
C -1.56562 0.07096 -0.96331
H -0.44652 1.77074 0.53168
H 1.20941 1.79320 1.35864
H 2.11055 -1.49912 0.39754
H 2.41561 -0.27541 1.36097
H 0.20172 -1.29453 -1.17047
H -0.83944 -1.51635 0.26020
H -1.19884 0.83492 -1.64270
H -2.02741 0.67293 -0.17275
H -2.41723 -0.53520 -1.25622
*
```

Partial charges, Mulliken, in e: number 1, C, carries -1.08; number 2, C, carries 0.61; number 3, N, carries -0.56; number 4, C, carries -0.13; number 5, C, carries -1.36; number 6, H, carries 0.25; number 7, H, carries 0.29; number 8, H, carries 0.21; number 9, H, carries 0.20; number 10, H, carries 0.29; number 11, H, carries 0.25; number 12, H, carries 0.37; number 13, H, carries 0.33; number 14, H, carries 0.34

y | An isolated molecule of C4H9N. Source: OMol25; level of theory: wB97M-V/def2-TZVPD.

Calculated values
HOMO = -8.69 eV
SMILES = C=CCNC
frontier orbital gap = 9.91 eV

ORCA input file:
```
! RIJCOSX wB97M-V def2-TZVPD def2/J DEFGRID3
* xyz 0 1
C 1.28916 -1.32441 -1.70807
C 1.06456 -0.18416 -1.09952
C 0.30017 -0.25625 0.16796
N -0.69329 0.85643 0.15160
C -1.42907 0.94953 1.44278
H 1.76877 -1.50884 -2.60794
H 0.97726 -2.37125 -1.33929
H 1.30951 0.74559 -1.57912
H 1.09802 -0.06891 0.97198
H -0.17428 -1.24206 0.39468
H -0.28320 1.70559 -0.11482
H -2.51859 0.42328 1.28931
H -1.77959 1.87159 1.75324
H -0.92943 0.40389 2.27719
*
```

Partial charges, Mulliken, in e: number 1, C, carries -0.91; number 2, C, carries 0.01; number 3, C, carries -0.18; number 4, N, carries -0.41; number 5, C, carries -0.81; number 6, H, carries 0.31; number 7, H, carries 0.15; number 8, H, carries 0.26; number 9, H, carries 0.23; number 10, H, carries 0.29; number 11, H, carries 0.23; number 12, H, carries 0.20; number 13, H, carries 0.38; number 14, H, carries 0.26

Here are the energies relative to the best structure, in kJ/mol: w 107.5; x 0.0; y 119.3.

w | An isolated molecule of C4H9N. Source: OMol25; level of theory: wB97M-V/def2-TZVPD.

Calculated values
HOMO = -8.51 eV
SMILES = CC1(N)CC1
frontier orbital gap = 9.67 eV

ORCA input file:
```
! RIJCOSX wB97M-V def2-TZVPD def2/J DEFGRID3
* xyz 0 1
C 1.53400 -0.59373 0.04761
C 0.13294 0.15968 -0.01257
N 0.15782 1.54609 -0.15173
C -1.02821 -0.46886 0.78729
C -0.88537 -0.68229 -0.72405
H 2.18541 -0.54154 -0.85926
H 2.14923 -0.31287 0.87123
H 1.28083 -1.70613 0.08733
H 0.26436 2.25097 0.71651
H -0.71619 1.81535 -0.67926
H -0.71377 -1.20565 1.55477
H -1.65386 0.31597 1.14446
H -1.83576 -0.31390 -1.26925
H -0.58517 -1.61366 -1.09406
*
```

Partial charges, Mulliken, in e: number 1, C, carries -1.14; number 2, C, carries 0.75; number 3, N, carries -0.63; number 4, C, carries -0.61; number 5, C, carries -0.83; number 6, H, carries 0.30; number 7, H, carries 0.34; number 8, H, carries 0.26; number 9, H, carries 0.26; number 10, H, carries 0.28; number 11, H, carries 0.23; number 12, H, carries 0.32; number 13, H, carries 0.22; number 14, H, carries 0.25

x | A structure of composition C4H9N. Source: OMol25; level of theory: wB97M-V/def2-TZVPD.

Calculated values
HOMO = -8.18 eV
frontier orbital gap = 9.39 eV

ORCA input file:
```
! RIJCOSX wB97M-V def2-TZVPD def2/J DEFGRID3
* xyz 0 1
C -0.03493 1.24488 -1.36845
C 0.09956 -0.15719 -0.53413
C 0.88551 -0.28092 0.80683
C -0.94575 -0.80704 0.48332
H -0.54146 2.12276 -0.90508
H 1.04297 1.41503 -1.42544
H -0.55421 0.98152 -2.22535
H 0.52223 -0.84231 -1.24482
H 2.02256 -0.35204 0.57811
H 0.56412 0.80961 1.28398
H 0.02439 -1.41832 2.35442
H -1.67688 -0.11364 0.86983
H -1.58333 -1.46096 -0.05512
N 0.17524 -1.14138 1.38190
*
```

Partial charges, Mulliken, in e: number 1, C, carries -1.20; number 2, C, carries -0.08; number 3, C, carries -0.51; number 4, C, carries -0.53; number 5, H, carries 0.30; number 6, H, carries 0.31; number 7, H, carries 0.37; number 8, H, carries 0.28; number 9, H, carries 0.28; number 10, H, carries 0.22; number 11, H, carries 0.23; number 12, H, carries 0.29; number 13, H, carries 0.34; number 14, N, carries -0.29

Here are the energies relative to the best structure, in kJ/mol: w 0.0; x 175.4.

w | An isolated molecule of C4H9N. Source: OMol25; level of theory: wB97M-V/def2-TZVPD.

Calculated values
HOMO = -8.54 eV
SMILES = CNC1CC1
frontier orbital gap = 9.81 eV

ORCA input file:
```
! RIJCOSX wB97M-V def2-TZVPD def2/J DEFGRID3
* xyz 0 1
C -0.96296 -1.65178 0.48112
N -1.04605 -0.17280 0.40661
C 0.18840 0.53615 0.47574
C 0.48202 1.66707 -0.47099
C 1.28273 0.39434 -0.59482
H -0.58949 -1.94419 1.45699
H -1.97093 -2.03270 0.23488
H -0.37210 -2.24478 -0.25262
H -1.62434 0.16994 -0.34512
H 0.58284 0.74170 1.49032
H 0.83197 2.52989 0.14348
H -0.24617 1.88886 -1.32178
H 1.12344 -0.25559 -1.42721
H 2.32065 0.37388 -0.27659
*
```

Partial charges, Mulliken, in e: number 1, C, carries -0.83; number 2, N, carries -0.35; number 3, C, carries -0.14; number 4, C, carries -0.52; number 5, C, carries -0.55; number 6, H, carries 0.26; number 7, H, carries 0.32; number 8, H, carries 0.29; number 9, H, carries 0.27; number 10, H, carries 0.34; number 11, H, carries 0.22; number 12, H, carries 0.24; number 13, H, carries 0.24; number 14, H, carries 0.22

x | An isolated molecule of C4H9N. Source: OMol25; level of theory: wB97M-V/def2-TZVPD.

Calculated values
HOMO = -7.48 eV
SMILES = CC/C=C/N
frontier orbital gap = 8.61 eV

ORCA input file:
```
! RIJCOSX wB97M-V def2-TZVPD def2/J DEFGRID3
* xyz 0 1
C 1.22010 1.44989 0.86111
C 1.19865 0.68027 -0.44288
C 0.32949 -0.44792 -0.60444
C -0.95820 -0.35992 -0.23661
N -1.78324 -1.46946 0.22537
H 2.05406 1.08720 1.37325
H 1.22776 2.51286 0.51674
H 0.26202 1.34041 1.34019
H 2.14973 0.29907 -0.92239
H 0.89249 1.33946 -1.25308
H 0.78819 -1.35395 -1.09177
H -1.51319 0.65377 -0.43360
H -2.78190 -1.28859 0.67003
H -1.33680 -2.23787 0.75999
*
```

Partial charges, Mulliken, in e: number 1, C, carries -0.91; number 2, C, carries -0.55; number 3, C, carries -0.31; number 4, C, carries -0.17; number 5, N, carries -0.59; number 6, H, carries 0.31; number 7, H, carries 0.25; number 8, H, carries 0.32; number 9, H, carries 0.36; number 10, H, carries 0.22; number 11, H, carries 0.31; number 12, H, carries 0.28; number 13, H, carries 0.24; number 14, H, carries 0.24

Here are the energies relative to the best structure, in kJ/mol: w 0.0; x 74.4.

w | An isolated molecule of C4H9N. Source: OMol25; level of theory: wB97M-V/def2-TZVPD.

Calculated values
HOMO = -8.12 eV
SMILES = C=CCCN
frontier orbital gap = 8.89 eV

ORCA input file:
```
! RIJCOSX wB97M-V def2-TZVPD def2/J DEFGRID3
* xyz 0 1
C -1.11985 -1.51210 1.29318
C -0.93411 -1.01468 0.05215
C 0.19099 -0.50838 -0.77511
C 0.46465 1.01221 -0.70634
N 0.92452 1.56080 0.59156
H -0.70763 -1.00507 2.15618
H -1.84816 -2.28754 1.44701
H -1.87448 -0.66016 -0.38700
H -0.00674 -0.63558 -1.85821
H 1.06802 -1.17015 -0.64631
H 1.30913 1.16212 -1.40159
H -0.45346 1.51856 -1.00951
H 1.74472 1.05454 0.91694
H 1.24242 2.48542 0.32703
*
```

Partial charges, Mulliken, in e: number 1, C, carries -0.61; number 2, C, carries -0.23; number 3, C, carries -0.61; number 4, C, carries -0.46; number 5, N, carries -0.62; number 6, H, carries 0.27; number 7, H, carries 0.27; number 8, H, carries 0.24; number 9, H, carries 0.26; number 10, H, carries 0.38; number 11, H, carries 0.30; number 12, H, carries 0.32; number 13, H, carries 0.23; number 14, H, carries 0.25

x | An isolated molecule of C4H9N. Source: OMol25; level of theory: wB97M-V/def2-TZVPD.

Calculated values
HOMO = -7.74 eV
SMILES = C=C(C)NC
frontier orbital gap = 8.70 eV

ORCA input file:
```
! RIJCOSX wB97M-V def2-TZVPD def2/J DEFGRID3
* xyz 0 1
C -1.54467 1.41754 0.03110
C -0.51992 0.54789 -0.11999
C 0.79501 0.90665 -0.75362
N -0.55315 -0.74842 0.44200
C 0.51043 -1.73645 0.37592
H -1.76191 2.09851 -0.78692
H -2.07504 1.45421 0.98142
H 1.17242 0.12535 -1.41878
H 1.57162 0.84608 0.02279
H 0.69646 1.89287 -1.19313
H -0.73500 -0.62283 1.43909
H 0.56215 -2.22695 -0.60837
H 0.33699 -2.56932 1.05916
H 1.54460 -1.38514 0.52934
*
```

Partial charges, Mulliken, in e: number 1, C, carries -0.75; number 2, C, carries 0.48; number 3, C, carries -1.14; number 4, N, carries -0.32; number 5, C, carries -0.89; number 6, H, carries 0.28; number 7, H, carries 0.21; number 8, H, carries 0.33; number 9, H, carries 0.29; number 10, H, carries 0.34; number 11, H, carries 0.25; number 12, H, carries 0.31; number 13, H, carries 0.33; number 14, H, carries 0.29

y | An isolated molecule of C4H9N. Source: OMol25; level of theory: wB97M-V/def2-TZVPD.

Calculated values
HOMO = -8.62 eV
SMILES = CN1CCC1
frontier orbital gap = 9.87 eV

ORCA input file:
```
! RIJCOSX wB97M-V def2-TZVPD def2/J DEFGRID3
* xyz 0 1
C -1.78552 0.00269 -0.00590
N -0.41938 0.04868 -0.45164
C 0.52508 1.07773 0.02338
C 1.60291 -0.03516 -0.08841
C 0.44596 -1.02249 0.01566
H -2.26667 -0.91087 -0.34843
H -1.93528 0.08874 1.05905
H -2.40234 0.79086 -0.57517
H 0.35058 1.42627 1.06943
H 0.68527 1.93285 -0.64489
H 2.02650 -0.04051 -1.10735
H 2.34977 -0.19283 0.68129
H 0.21680 -1.28945 1.02382
H 0.60634 -1.87649 -0.65084
*
```

Partial charges, Mulliken, in e: number 1, C, carries -1.00; number 2, N, carries -0.17; number 3, C, carries -0.45; number 4, C, carries -0.57; number 5, C, carries -0.50; number 6, H, carries 0.33; number 7, H, carries 0.38; number 8, H, carries 0.28; number 9, H, carries 0.27; number 10, H, carries 0.27; number 11, H, carries 0.23; number 12, H, carries 0.31; number 13, H, carries 0.35; number 14, H, carries 0.27

Here are the energies relative to the best structure, in kJ/mol: w 131.5; x 37.8; y 0.0.

w | The ion C3H6NO with charge +1. Source: OMol25; level of theory: wB97M-V/def2-TZVPD.

Calculated values
HOMO = -16.38 eV
SMILES = C[N+](C)=C=O
frontier orbital gap = 10.68 eV

ORCA input file:
```
! RIJCOSX wB97M-V def2-TZVPD def2/J DEFGRID3
* xyz 1 1
C -1.33888 0.30020 -0.13804
N 0.07782 0.17673 -0.04858
C 0.81724 -1.08518 0.26370
C 0.85188 1.34942 -0.18158
O 1.56880 2.29935 -0.29537
H -1.50307 1.39252 -0.41242
H -1.64900 -0.17619 -1.00399
H -1.75025 -0.01109 0.84674
H 0.71208 -1.55424 1.32317
H 1.85436 -0.90975 0.13285
H 0.35902 -1.78178 -0.48648
*
```

Partial charges, Mulliken, in e: number 1, C, carries -0.79; number 2, N, carries 0.06; number 3, C, carries -0.74; number 4, C, carries 0.70; number 5, O, carries -0.21; number 6, H, carries 0.31; number 7, H, carries 0.38; number 8, H, carries 0.32; number 9, H, carries 0.30; number 10, H, carries 0.35; number 11, H, carries 0.32

x | The ion C3H6NO with charge +1. Source: OMol25; level of theory: wB97M-V/def2-TZVPD.

Calculated values
HOMO (alpha / beta) = -15.98 / -15.98 eV
SMILES = CC(C)=[N+]=O
frontier orbital gap (alpha / beta) = 8.40 / 8.40 eV

ORCA input file:
```
! RIJCOSX wB97M-V def2-TZVPD def2/J DEFGRID3
* xyz 1 1
C -0.57110 0.81236 -0.94870
C 0.35280 -0.00764 -0.07501
C -0.29813 -0.82611 0.98880
N 1.72206 0.17996 0.04753
O 2.75302 0.22105 -0.46102
H -1.45020 0.25519 -0.72114
H -0.61716 1.87507 -0.65890
H -0.30631 0.68031 -2.00081
H 0.32684 -1.05942 1.90948
H -0.70336 -1.73871 0.60077
H -1.20847 -0.39205 1.31901
*
```

Partial charges, Mulliken, in e: number 1, C, carries -0.89; number 2, C, carries 0.78; number 3, C, carries -1.25; number 4, N, carries 0.36; number 5, O, carries -0.20; number 6, H, carries 0.33; number 7, H, carries 0.35; number 8, H, carries 0.37; number 9, H, carries 0.36; number 10, H, carries 0.37; number 11, H, carries 0.42

Here are the energies relative to the best structure, in kJ/mol: w 0.0; x 219.1.

w | The ion C3H6NO with charge +1. Source: OMol25; level of theory: wB97M-V/def2-TZVPD.

Calculated values
HOMO = -16.67 eV
SMILES = C=[N+](C)C=O
frontier orbital gap = 9.88 eV

ORCA input file:
```
! RIJCOSX wB97M-V def2-TZVPD def2/J DEFGRID3
* xyz 1 1
C 0.18289 1.43497 -0.00973
N 0.12349 0.06050 -0.21301
C -1.07254 -0.61613 -0.13340
C 1.39513 -0.62375 0.02628
O 2.47182 -0.24368 -0.16267
H -0.77345 1.91870 0.06711
H 1.03257 2.07015 0.16176
H -1.30547 -0.85430 0.88656
H -0.88514 -1.49722 -0.67591
H -2.09339 -0.19533 -0.52255
H 0.92409 -1.45391 0.57556
*
```

Partial charges, Mulliken, in e: number 1, C, carries -0.10; number 2, N, carries 0.09; number 3, C, carries -0.89; number 4, C, carries 0.08; number 5, O, carries -0.29; number 6, H, carries 0.27; number 7, H, carries 0.30; number 8, H, carries 0.42; number 9, H, carries 0.41; number 10, H, carries 0.32; number 11, H, carries 0.37

x | The ion C3H6NO with charge +1. Source: OMol25; level of theory: wB97M-V/def2-TZVPD.

Calculated values
HOMO = -14.24 eV
SMILES = [NH3+][C@@]12C[C@@H]1O2
frontier orbital gap = 10.04 eV

ORCA input file:
```
! RIJCOSX wB97M-V def2-TZVPD def2/J DEFGRID3
* xyz 1 1
N -1.40965 0.53552 0.07504
C -0.03750 -0.00090 0.22826
C 0.85538 -1.20025 -0.13220
C 1.25047 0.31943 -0.30236
O 0.88832 0.72676 0.99229
H -1.94736 0.07666 0.74825
H -1.85392 0.44546 -0.89494
H -1.31312 1.56373 0.36761
H 0.56301 -1.92259 -0.89469
H 1.44159 -1.73553 0.70189
H 1.56279 1.19172 -0.88916
*
```

Partial charges, Mulliken, in e: number 1, N, carries -0.20; number 2, C, carries 0.26; number 3, C, carries -0.46; number 4, C, carries -0.30; number 5, O, carries -0.40; number 6, H, carries 0.35; number 7, H, carries 0.40; number 8, H, carries 0.42; number 9, H, carries 0.28; number 10, H, carries 0.25; number 11, H, carries 0.41

Here are the energies relative to the best structure, in kJ/mol: w 0.0; x 152.4.